A structure of composition C42H60Cl3GeI2N5O2P2SeY in a non-equilibrium geometry. Source: the Open Molecules 2025 dataset; level of theory: ωB97M-V/def2-TZVPD.

```
119
Properties=species:S:1:pos:R:3:forces:R:3
Y 1.40430 2.07249 0.91747 -0.78 0.83 0.82
O 3.63621 2.51548 0.19962 0.01 -0.35 0.43
C 2.98634 2.85249 -0.81837 0.89 0.44 -1.11
O 1.93413 3.54562 -0.72528 -0.18 0.30 -0.24
C 3.36993 2.22250 -2.11536 -0.04 -0.36 0.02
C 4.32429 2.73470 -2.97404 0.05 0.13 -0.05
C 4.70129 1.99987 -4.08663 0.18 0.18 -0.06
C 4.11437 0.76810 -4.32712 0.03 -0.18 -0.12
C 3.15939 0.26742 -3.45910 0.15 0.05 0.07
C 2.78047 0.97124 -2.32261 0.20 0.15 0.00
P 1.34311 0.32841 -1.14708 -0.01 -0.69 -1.18
C 2.62151 -0.95587 -0.44471 -0.21 0.30 0.08
C 3.95205 -0.56037 -0.29483 0.06 0.02 -0.12
C 4.86041 -1.32890 0.40944 0.22 -0.07 0.11
C 4.48162 -2.52795 0.98795 0.08 -0.01 -0.01
C 3.17222 -2.94716 0.84098 0.04 -0.17 0.06
C 2.26643 -2.16753 0.14484 -0.20 0.04 -0.05
C 0.34669 0.88055 -2.69191 -0.17 -0.10 0.31
C -0.31082 -0.00757 -3.52964 0.16 -0.04 0.17
C -0.90396 0.40846 -4.70641 -0.07 0.00 -0.28
C -0.90926 1.75007 -5.04448 -0.09 -0.04 -0.16
C -0.31879 2.66167 -4.18534 -0.07 0.06 -0.07
C 0.31649 2.23157 -3.03598 -0.04 0.14 0.12
H 4.78057 3.69498 -2.76679 0.04 0.04 -0.01
H 5.46743 2.38055 -4.75159 -0.05 0.01 -0.03
H 4.41518 0.18974 -5.19245 -0.01 -0.01 -0.05
H 2.70424 -0.69614 -3.65883 -0.02 -0.07 -0.07
H 4.30469 0.36834 -0.71734 -0.03 -0.04 0.05
H 5.87859 -0.97898 0.51288 0.08 0.04 0.02
H 5.19611 -3.12177 1.54074 0.05 -0.05 0.05
H 2.84955 -3.88332 1.28114 -0.04 -0.05 0.02
H 1.24496 -2.50571 0.06226 0.24 0.05 0.09
H -0.39721 -1.03841 -3.23269 0.00 -0.04 -0.18
H -1.37077 -0.31747 -5.36231 -0.05 -0.04 -0.01
H -1.38519 2.08084 -5.95756 -0.03 0.04 -0.07
H -0.34977 3.71769 -4.41742 0.01 0.09 0.00
H 0.77694 2.96913 -2.39283 0.01 -0.07 -0.04
I -1.45393 2.45405 0.70482 -0.77 -0.04 -0.23
I 2.02453 1.45597 4.73955 0.35 -0.54 0.15
C 2.40542 0.90052 2.66333 0.58 -0.54 0.90
H 3.49202 1.01755 2.59832 -0.02 -0.04 0.01
H 2.22726 -0.18141 2.67478 -0.02 0.05 0.00
N -0.00377 -0.67845 -0.63017 -0.42 -1.24 -0.39
P -0.86510 -1.93781 -0.90736 -0.24 0.45 0.49
N -0.22975 -3.21927 -1.83184 0.02 0.52 0.45
C 0.91452 -2.94757 -2.68922 0.49 0.25 -0.21
C 1.86599 -4.13669 -2.74243 -0.10 0.06 -0.05
C 1.16086 -5.33468 -3.39954 0.00 0.05 -0.04
C -0.35547 -5.24390 -3.18124 0.05 -0.09 0.18
C -0.61641 -4.61984 -1.81396 -0.32 -0.17 0.02
N -2.35253 -1.52666 -1.58304 0.36 0.03 0.14
C -2.84285 -0.15731 -1.62447 0.17 0.45 -0.14
C -3.80490 0.03018 -2.78941 -0.02 -0.06 0.17
C -5.07098 -0.80664 -2.56261 0.05 0.04 -0.06
C -4.74150 -2.05537 -1.73810 0.06 -0.06 -0.16
C -3.31323 -2.52463 -1.99916 -0.05 -0.31 0.00
N -1.38799 -2.76171 0.48589 0.18 0.26 -0.59
C -2.21277 -1.96165 1.37166 -0.52 0.07 0.09
C -3.26796 -2.85675 2.02120 0.15 0.11 0.19
C -2.60048 -4.00454 2.77685 -0.17 -0.10 -0.21
C -1.63273 -4.73392 1.84864 0.18 0.12 0.24
C -0.64096 -3.72545 1.26180 0.08 -0.48 -0.09
H 1.42695 -2.05946 -2.30337 -0.06 -0.26 -0.24
H 0.60010 -2.73316 -3.72111 0.02 0.08 0.06
H 2.19572 -4.37176 -1.72957 0.05 -0.02 0.02
H 2.74899 -3.86401 -3.32323 0.05 0.06 0.12
H 1.55048 -6.26653 -2.98344 -0.03 -0.03 -0.02
H 1.37339 -5.34534 -4.47003 0.03 -0.06 -0.03
H -0.81296 -6.23312 -3.22185 -0.04 -0.03 -0.06
H -0.81138 -4.62801 -3.95757 -0.11 0.00 0.00
H -0.02448 -5.20010 -1.08873 -0.10 0.06 0.05
H -1.66146 -4.70644 -1.51921 0.07 -0.09 0.00
H -1.98838 0.50929 -1.71386 -0.12 0.03 0.12
H -3.37340 0.11756 -0.70258 0.08 0.02 0.09
H -3.30808 -0.27293 -3.71064 0.04 0.04 -0.04
H -4.05174 1.08892 -2.87774 0.05 0.01 -0.07
H -5.50182 -1.08698 -3.52621 -0.07 -0.04 -0.01
H -5.82131 -0.21561 -2.03501 -0.06 0.03 -0.01
H -5.43476 -2.86519 -1.97329 -0.03 -0.03 0.08
H -4.83695 -1.83025 -0.67616 -0.04 -0.05 0.12
H -3.19842 -2.74743 -3.07108 -0.01 -0.14 0.00
H -3.12813 -3.44324 -1.43903 -0.09 -0.03 -0.07
H -2.67949 -1.15884 0.80318 -0.02 0.01 0.11
H -1.59392 -1.48912 2.14775 0.01 0.03 -0.02
H -3.91132 -3.27047 1.24060 -0.07 0.05 -0.06
H -3.88482 -2.26529 2.69987 -0.09 0.03 0.00
H -3.35559 -4.69689 3.16430 0.07 0.07 0.06
H -2.04204 -3.60088 3.62539 -0.01 -0.01 0.09
H -2.19302 -5.19641 1.03100 0.07 -0.06 -0.04
H -1.10031 -5.51880 2.39232 0.02 -0.03 -0.02
H 0.09406 -4.23839 0.64444 0.04 0.09 0.00
H -0.10242 -3.23236 2.08651 0.07 0.00 -0.08
C -2.52315 4.42078 7.21650 0.05 -0.32 -0.50
Ge -1.96230 3.59080 5.48343 0.26 0.23 0.15
C -3.36863 3.94556 4.13091 0.41 -0.13 0.33
C -1.63774 1.65190 5.71339 -0.15 0.50 -0.08
C -0.20551 4.45738 5.05350 -0.57 -0.58 -0.14
Se 0.59061 3.96767 3.32286 -0.76 0.88 1.28
C -0.25345 5.40316 2.32158 -0.01 0.14 0.04
H -3.43008 3.94758 7.57884 -0.18 -0.10 0.09
H -2.72592 5.48099 7.09434 0.00 0.15 -0.09
H -1.75520 4.30578 7.97505 0.16 -0.05 0.08
H -4.31037 3.51610 4.46193 -0.12 -0.08 0.12
H -3.11433 3.49835 3.17438 0.13 -0.06 -0.12
H -3.51782 5.01181 3.98775 0.03 0.18 0.02
H -2.51874 1.13973 6.08810 -0.20 -0.01 0.07
H -0.81501 1.47970 6.40278 0.06 0.03 0.05
H -1.36979 1.21624 4.75534 0.07 -0.02 -0.13
H 0.53271 4.14830 5.79773 -0.11 0.05 -0.02
H -0.26266 5.54773 5.04958 -0.03 -0.07 0.03
H -1.33813 5.31254 2.38710 0.09 -0.03 -0.12
H 0.06234 5.29475 1.28273 -0.14 0.08 0.10
H 0.07642 6.36413 2.72272 -0.01 -0.03 -0.06
Cl 5.08796 6.76956 0.48648 -0.14 -0.20 0.23
C 4.35430 6.26759 2.03759 0.81 1.00 0.19
Cl 5.61060 5.63507 3.12848 -0.20 0.08 -0.19
Cl 3.57652 7.70731 2.78028 0.09 -0.32 -0.08
C 3.36632 5.25879 1.83059 -1.22 -1.13 -0.13
N 2.53653 4.46313 1.75150 1.42 0.75 -0.61
```
Forces are in eV/Å.

Computed properties:
Maximum force: 1.73 eV/Å
HOMO energy: -4.86 eV
ΔE to the lowest compared entry with this formula, charge and spin: 93.3 kcal per mole
Charge: -1
Orbital gap: 6.74 eV

The ion C4H13N2 with charge +1 in a non-equilibrium geometry. Source: the Open Molecules 2025 dataset; level of theory: ωB97M-V/def2-TZVPD.

```
19
Properties=species:S:1:pos:R:3:forces:R:3
N -0.13434 -0.43267 2.58466 -0.04 0.88 0.41
C -1.19370 -0.11479 1.65646 2.24 0.56 -1.99
C -0.52339 0.47662 0.30928 -1.60 0.21 0.49
C 0.47226 -0.53555 -0.26832 -0.29 0.09 0.20
C 0.54165 -0.50406 -1.78280 0.25 -0.89 -0.03
N 0.79402 0.94681 -2.23325 -0.43 -2.03 -1.10
H -0.13599 0.24204 3.33854 0.26 -0.29 0.11
H -0.08877 -1.36154 2.95450 -0.38 -0.29 0.12
H -1.90211 0.63752 1.98654 -0.32 -0.31 0.32
H -1.63501 -1.01981 1.24070 -0.56 0.03 0.53
H -1.45247 0.64447 -0.26027 0.28 -0.61 -0.78
H -0.15883 1.51706 0.31448 0.43 -0.37 0.87
H 0.13628 -1.51929 0.06875 0.13 -0.10 -0.34
H 1.46287 -0.42481 0.18680 -0.13 0.20 -0.08
H -0.28836 -1.04191 -2.24530 -0.63 1.14 -0.09
H 1.36077 -1.06614 -2.24881 0.38 0.29 0.60
H 1.60459 1.17176 -1.66404 0.01 0.98 -0.16
H 1.02122 0.88164 -3.22838 0.46 0.36 0.14
H 0.00112 1.58035 -2.19170 -0.03 0.16 0.78
```
Forces are in eV/Å.

Computed properties:
Maximum force: 3.05 eV/Å
HOMO energy: -12.31 eV
SMILES: NCCCC[NH3+]
ΔE to the lowest compared entry with this formula, charge and spin: 39.3 kcal per mole
Charge: +1
Orbital gap: 8.67 eV

A cluster of 2 separate species, C2H6N3 in total in a non-equilibrium geometry. Source: the Open Molecules 2025 dataset; level of theory: ωB97M-V/def2-TZVPD.

```
11
Properties=species:S:1:pos:R:3:forces:R:3
C 1.20912 0.75807 0.43043 3.15 -0.73 -2.27
C -0.73374 -0.83161 -0.23903 0.94 0.83 -0.08
N 2.26112 0.82063 -0.19179 -4.54 0.83 2.97
N 0.39050 0.91942 1.40398 0.50 1.02 0.81
N -1.44331 -0.81001 -1.31146 -0.82 -0.66 0.26
H -1.11454 -1.60092 0.48504 0.35 0.27 -0.75
H 2.78758 0.18898 -0.73175 0.55 -0.95 -0.76
H -0.56462 1.21425 1.25453 0.09 -0.34 -0.10
H 0.78511 1.00135 2.33093 0.08 0.25 0.21
H -2.13901 -1.53049 -1.35055 -0.86 -0.08 -0.82
H -1.43821 -0.12966 -2.08033 0.55 -0.44 0.55
```
Forces are in eV/Å.

Computed properties:
Maximum force: 5.48 eV/Å
HOMO energy: -13.08 eV
ΔE to the lowest compared entry with this formula, charge and spin: 86.8 kcal per mole
Charge: +1
Orbital gap: 9.05 eV